# C5H8O

The molecule C5H8O (wB97M-V/def2-TZVPD, OMol25).

The SMILES is O=C1CCCC1. The value obtained for the total energy is -270.55479 a.u. The largest force on an atom comes out at 0.53 eV/A.

Geometry as XYZ:
```
14
Properties=species:S:1:pos:R:3:forces:R:3:lowdin_charge:R:1
O 1.21339 -0.54864 2.14387 -0.16 -0.07 -0.50 0.0868
C 0.70185 -0.44050 1.05494 0.21 -0.03 0.32 -0.4061
C 1.26030 0.38207 -0.11186 0.08 0.02 0.05 -0.1103
C 0.07660 0.53261 -1.08514 0.01 0.03 -0.06 -0.1941
C -1.14361 0.22968 -0.19837 -0.07 0.03 -0.03 -0.1958
C -0.66243 -0.96188 0.63301 0.00 -0.04 0.10 -0.1173
H 1.61277 1.34498 0.27215 -0.06 -0.14 0.00 0.1224
H 2.13210 -0.12988 -0.53286 -0.13 0.06 0.04 0.1207
H 0.02777 1.52563 -1.53894 0.02 -0.13 0.05 0.1057
H 0.14426 -0.19936 -1.89972 -0.04 0.10 0.15 0.1101
H -2.07861 0.07017 -0.74179 0.19 -0.05 0.02 0.1102
H -1.28671 1.07528 0.48723 -0.15 -0.05 -0.13 0.1197
H -1.28355 -1.25717 1.48056 0.11 0.14 -0.06 0.1192
H -0.51234 -1.84053 -0.01131 -0.03 0.12 0.05 0.1288
```
Forces are in eV/Å.